# 1
Molecular formula: C24H37N4O3Pb
Method: DFT, ωB97M-V with the def2-TZVPD basis set

CARTESIAN COORDINATES (ANGSTROEM)
Pb  -0.3403  2.5019  2.6853
N  1.2719  1.5148  1.2316
C  2.6600  2.1612  1.2517
C  2.9614  2.6634  2.6347
N  1.9026  3.5264  3.1044
C  1.9499  3.7743  4.5873
C  2.0151  2.5060  5.3836
N  0.9930  1.4879  4.9302
C  1.9399  4.8915  2.4657
C  1.1069  4.9929  1.1467
N  -0.3103  4.7245  1.4600
H  1.3327  0.4784  1.3015
H  0.9109  1.6185  0.2984
H  2.7232  2.9387  0.4634
H  3.3571  1.4420  0.8482
H  3.9120  3.1741  2.6057
H  3.0861  1.8303  3.3483
H  1.0773  4.3464  4.7811
H  2.8029  4.3632  4.8391
H  1.9652  2.7263  6.4667
H  3.0090  2.0845  5.3499
H  0.4004  1.1936  5.7308
H  1.5311  0.6364  4.7415
H  2.9897  5.1841  2.3598
H  1.4647  5.5617  3.2186
H  1.4330  4.1652  0.5792
H  1.2447  5.9400  0.6187
H  -0.7220  4.5718  0.5812
H  -0.7681  5.5773  1.8979
C  -6.3798  -0.7822  -2.7490
C  -5.5936  0.5591  -3.1393
O  -4.7475  1.0412  -2.4021
C  -5.7644  1.2831  -4.4926
C  -5.5364  2.5913  -4.6822
C  -5.7206  3.3444  -5.9634
C  -5.9778  2.6195  -7.0981
C  -6.1372  1.2664  -7.0289
C  -6.2021  0.5355  -5.7173
O  -6.5645  -0.5752  -5.6776
H  -6.2165  -1.1194  -1.7151
H  -6.0760  -1.5682  -3.4416
H  -7.4690  -0.6619  -2.9633
H  -5.0717  3.2190  -3.9531
H  -5.4705  4.4110  -5.9075
H  -6.0618  3.1673  -8.0264
H  -6.0443  0.4366  -7.6867
C  2.5928  -7.9012  0.7987
C  2.5249  -6.4684  0.5819
C  1.4020  -5.7129  1.0714
C  1.3545  -4.3440  0.7884
C  0.0713  -3.6782  1.3558
C  2.2274  -3.8013  -0.1487
C  2.1251  -2.3953  -0.6564
O  2.0867  -1.4616  0.0725
C  3.3742  -4.6157  -0.5887
C  4.2427  -3.9732  -1.6695
C  3.5342  -5.8924  -0.1842
H  1.6975  -8.3392  0.4702
H  2.6658  -8.2976  1.8534
H  3.3698  -8.3071  0.2482
H  0.8674  -6.2116  1.8303
H  0.4055  -2.7787  1.8018
H  -0.4868  -4.3986  1.9093
H  -0.6056  -3.3749  0.4510
H  1.9162  -2.3541  -1.7992
H  5.2845  -4.3923  -1.6552
H  4.3588  -2.9109  -1.6756
H  3.7645  -4.2625  -2.6037
H  4.3602  -6.4731  -0.5190

Cartesian forces (eV/Å) of the 6 atoms listed first:
0.493 -0.207 0.889
0.695 -0.265 -0.224
-0.742 -0.581 -1.132
0.441 -0.951 0.004
-1.042 1.306 0.325
0.182 -1.094 -0.780

Computed properties:
relative energy (zero: lowest compared OMol25 entry of this formula, charge and spin) = 192.44 kJ/mol
charge = +3
total energy = -1573.240935 Eh
frontier orbital gap = 2.43 eV

***

# 2
Molecular formula: C24H38BFN8O4
Method: DFT, ωB97M-V with the def2-TZVPD basis set

CARTESIAN COORDINATES (ANGSTROEM)
C  -2.3419  2.7791  -0.9613
C  -1.0647  2.8992  -1.8109
B  0.1270  1.9692  -1.4211
O  1.4289  2.4116  -1.4857
C  0.0195  0.4330  -1.0180
O  -1.3149  -0.0528  -0.7189
C  -1.1847  -1.2107  -0.0378
O  -2.0855  -1.9486  0.2167
O  0.1007  -1.4054  0.3163
C  0.7976  -0.1180  0.1584
C  2.2859  -0.3609  0.0154
C  3.0820  0.1095  1.2345
C  2.8181  1.5543  1.6445
F  2.0641  1.5934  2.8217
H  -3.0328  3.5972  -1.1617
H  -2.1386  2.7919  0.1103
H  -2.8666  1.8512  -1.1882
H  -0.6961  3.9332  -1.7535
H  -1.3123  2.7423  -2.8669
H  1.5237  3.3232  -1.1907
H  0.3199  -0.1242  -1.9246
H  0.5238  0.4198  1.0740
H  2.6795  0.0613  -0.9095
H  2.4130  -1.4426  -0.0590
H  2.7969  -0.5126  2.0885
H  4.1500  -0.0331  1.0640
H  3.7382  2.1094  1.8283
H  2.2409  2.0845  0.8840
C  -2.5206  4.0452  3.7841
C  -2.9767  4.4485  2.4607
N  -3.3031  4.7555  1.4036
H  -1.7817  3.2527  3.6917
H  -2.0733  4.8892  4.3059
H  -3.3594  3.6574  4.3596
C  5.5585  -3.0578  1.2726
C  5.2219  -2.6115  -0.0733
N  4.9413  -2.2532  -1.1269
H  6.1864  -3.9441  1.2126
H  6.0952  -2.2728  1.8027
H  4.6440  -3.2931  1.8161
C  -1.2294  -1.1457  -4.6804
C  -1.0907  0.2911  -4.8857
N  -0.9835  1.4213  -5.0481
H  -1.9183  -1.5585  -5.4150
H  -0.2600  -1.6293  -4.7890
H  -1.6189  -1.3395  -3.6813
C  -3.9923  7.8275  0.3964
C  -3.9338  9.2809  0.2925
N  -3.8848  10.4240  0.2120
H  -4.6954  7.4291  -0.3323
H  -3.0120  7.3953  0.2102
H  -4.3155  7.5342  1.3925
C  -1.7769  -0.1798  3.0348
C  -1.9711  0.5249  4.2941
N  -2.1157  1.1144  5.2666
H  -2.7040  -0.6504  2.7161
H  -1.4750  0.5319  2.2660
H  -1.0104  -0.9460  3.1382
C  5.4525  -6.7212  -1.5939
C  6.4858  -5.9267  -0.9419
N  7.2904  -5.2842  -0.4362
H  5.6532  -6.7710  -2.6627
H  5.4358  -7.7284  -1.1839
H  4.4792  -6.2656  -1.4317
C  -6.0037  -0.4149  2.4188
C  -5.4001  0.7329  3.0853
N  -4.9254  1.6356  3.6094
H  -6.6285  -0.9627  3.1218
H  -6.6160  -0.0762  1.5852
H  -5.2283  -1.0786  2.0389
C  1.5180  -7.3065  -4.0789
C  2.1032  -7.6507  -2.7890
N  2.5588  -7.9194  -1.7714
H  1.3537  -6.2320  -4.1335
H  2.1887  -7.6063  -4.8820
H  0.5659  -7.8197  -4.1999

Cartesian forces (eV/Å) of the 6 atoms listed first:
-0.129 -0.194 -0.228
-0.143 0.354 0.596
-0.113 0.083 -0.146
0.020 -0.302 0.849
0.034 -0.134 -0.590
-0.016 0.014 -0.024

Computed properties:
total energy = -1801.024351 Eh
SMILES = CCB(O)[C@@H]1OC(=O)O[C@H]1CCCF.CC#N.CC#N.CC#N.CC#N.CC#N.CC#N.CC#N.CC#N
frontier orbital gap = 10.52 eV

***

# 3
Molecular formula: C24H38CaN10O14
Method: DFT, ωB97M-V with the def2-TZVPD basis set

CARTESIAN COORDINATES (ANGSTROEM)
Ca  1.8605  1.4517  2.7800
C  0.1602  0.5039  0.9778
O  -0.1668  0.5630  2.1464
O  -0.0355  -0.4069  0.1999
O  1.0011  1.3508  0.6977
C  1.4017  4.0457  -1.6722
O  1.6139  5.2133  -2.0766
N  1.1626  3.7965  -0.4488
N  1.5134  2.9006  -2.3183
H  1.0424  2.8311  -0.1776
H  1.2435  4.5127  0.2587
H  1.7050  2.9112  -3.3099
H  1.7209  2.0043  -1.9015
C  -2.6219  -0.3988  4.4697
O  -3.6182  -0.7780  5.0470
N  -1.7117  -1.0971  3.8671
N  -2.4516  0.8402  4.1863
H  -0.9432  -0.7688  3.2998
H  -1.8274  -2.1004  3.8565
H  -1.5867  0.9258  3.6719
H  -3.3098  1.3135  3.9422
C  -0.4756  4.0221  3.0708
O  0.6359  3.4652  3.1238
N  -1.4920  3.5858  2.4152
N  -0.7768  5.1129  3.7443
H  -2.3409  4.1199  2.2959
H  -1.2374  2.7927  1.8440
H  -1.7510  5.3726  3.8046
H  -0.0941  5.6254  4.2840
C  -4.2234  1.0488  0.7803
O  -4.7327  1.8216  1.5893
N  -3.2289  0.2905  1.1025
N  -4.5878  1.0379  -0.4666
H  -2.6587  0.6071  1.8737
H  -2.7945  -0.2114  0.3413
H  -5.3129  1.5694  -0.9267
H  -4.3025  0.2250  -0.9937
C  4.3857  2.1819  0.6192
O  3.6018  2.5144  1.5215
N  5.6832  2.3918  0.6997
N  4.0751  1.7779  -0.4972
H  6.2633  2.3460  -0.1259
H  6.0078  2.9052  1.5066
H  4.7815  1.4573  -1.1439
H  3.1031  1.5045  -0.4715
C  2.4369  -1.9774  -3.7297
C  2.2387  -3.1199  -4.5141
C  1.2130  -4.0074  -4.2836
C  0.3730  -3.8665  -3.1496
C  0.6158  -2.8395  -2.2571
C  1.5930  -1.9052  -2.6272
O  1.7761  -0.7881  -1.8287
O  1.0307  -5.1095  -5.1265
H  3.1383  -1.1995  -3.9928
H  2.8341  -3.2948  -5.3980
H  -0.3113  -4.6430  -2.8413
H  0.0674  -2.5684  -1.3670
H  1.1701  -0.7472  -1.0852
H  1.7824  -5.2244  -5.7125
C  0.6629  -5.9036  3.2285
C  -0.1720  -5.2246  2.3201
C  0.1449  -3.8868  1.9848
C  1.0095  -3.1694  2.7111
C  1.8221  -3.7565  3.6714
C  1.6097  -5.1257  4.0184
O  2.3604  -5.6437  4.9914
O  -0.6953  -3.2234  1.0944
H  0.5058  -6.9577  3.4036
H  -0.8675  -5.8329  1.7609
H  1.1390  -2.1439  2.3981
H  2.4691  -3.1762  4.3124
H  2.1030  -6.5293  5.2578
H  -0.4431  -2.3091  0.9455
C  -2.4542  0.7876  -4.9670
C  -2.5599  -0.1102  -3.8948
C  -1.9516  0.2887  -2.6873
C  -1.5143  1.5563  -2.4264
C  -1.5682  2.5231  -3.5066
C  -1.9404  2.0475  -4.7883
O  -1.8209  2.8279  -5.8954
O  -1.9564  -0.6472  -1.6877
H  -2.8751  0.4064  -5.8856
H  -2.7924  -1.1529  -4.0532
H  -1.0017  1.8243  -1.5144
H  -1.2265  3.5411  -3.3911
H  -1.5019  3.7238  -5.7643
H  -1.1238  -0.6224  -1.2105

Cartesian forces (eV/Å) of the 6 atoms listed first:
0.287 0.780 0.122
1.685 -0.613 -0.806
-3.593 -0.857 6.042
-2.234 -4.234 -2.808
4.177 4.581 -3.007
1.823 3.615 -1.341

Computed properties:
multiplicity = 2
charge = -1
total energy = -3216.146230 Eh
frontier orbital gap (alpha / beta) = 3.54 / 7.76 eV

***

Number 1: molar mass 636.79 u. Number 2: molar mass 532.43 u. Number 3: molar mass 730.70 u.